[1]
A structure of composition C25H23MnN3O9S3 in a non-equilibrium geometry. Source: the OMol25 dataset; level of theory: the ωB97M-V functional and the def2-TZVPD basis.

The geometry in XYZ format:
```
64
Properties=species:S:1:pos:R:3:forces:R:3:mulliken_charge:R:1
Mn 0.271 0.499 0.899 -0.622 -0.508 -0.394 -0.2984
O 4.285 1.481 0.399 -0.519 -0.481 -0.218 -0.7785
S 3.284 0.517 -0.040 1.755 -0.408 -0.402 1.2528
O 3.810 -0.721 -0.644 -0.956 1.408 0.958 -0.7143
N 2.220 0.263 1.170 -0.059 -0.010 -0.695 0.7597
C 2.595 -0.275 2.396 -0.796 -0.081 -0.056 0.3688
C 3.771 -0.927 2.698 -0.062 0.409 -1.433 -0.4893
C 4.038 -1.322 3.981 2.139 -0.861 1.082 -0.7912
C 3.187 -1.114 5.004 -0.526 -0.246 1.143 -0.8493
C 1.936 -0.560 4.760 -1.802 -0.007 -1.067 0.4168
C 0.880 -0.491 5.712 0.546 -0.155 0.468 -0.6675
C -0.326 0.049 5.388 0.663 0.079 -0.866 -1.0776
C -0.501 0.496 4.069 -1.187 0.653 -0.265 0.1340
N 0.405 0.415 3.140 0.098 -0.596 -0.671 0.0737
C 1.584 -0.181 3.427 1.767 0.497 0.726 0.7270
C 2.303 1.321 -1.323 0.634 -0.385 1.628 -0.3189
C 2.352 2.687 -1.505 -0.533 -0.398 -1.384 -0.4684
C 1.616 3.238 -2.547 -0.246 -0.356 -0.011 -0.6519
C 0.838 2.379 -3.379 -0.034 2.036 0.075 -0.3026
C 0.757 1.029 -3.118 0.725 0.483 0.599 -0.4536
C 1.514 0.509 -2.052 -1.497 -1.428 -1.484 -0.0705
H 4.512 -1.149 1.940 -0.182 0.254 -0.171 0.4844
H 5.029 -1.791 4.194 -0.948 0.335 -0.241 0.2881
H 3.367 -1.430 6.017 0.398 -0.139 0.172 0.3757
H 1.046 -0.901 6.711 0.055 0.206 -0.180 0.3606
H -1.134 0.169 6.063 -0.498 -0.121 0.625 0.4450
H -1.456 0.951 3.760 0.459 -0.253 0.181 0.3961
H 3.027 3.208 -0.905 0.674 1.118 0.928 0.5905
H 1.608 4.335 -2.678 0.037 -0.790 -0.134 0.3376
H 0.283 2.908 -4.196 0.379 -0.940 0.675 0.2776
H 0.152 0.383 -3.708 -0.367 -0.351 -0.333 0.4929
H 1.449 -0.565 -1.848 0.193 0.363 0.028 0.3245
C -2.201 -0.357 -5.883 -1.109 -0.553 -0.882 -1.3634
C -2.433 -0.426 -4.404 -0.276 -0.382 0.243 1.0229
C -1.775 -1.331 -3.566 0.293 -1.055 -0.049 -0.7774
C -1.954 -1.358 -2.190 0.745 0.784 -0.410 0.1524
C -2.707 -0.330 -1.662 -0.242 -0.582 1.326 0.0425
C -3.445 0.534 -2.439 -0.316 0.182 0.172 -0.8201
C -3.335 0.437 -3.807 0.490 0.228 0.071 -0.7136
S -2.824 -0.190 0.105 -1.600 1.767 0.779 1.1766
O -4.097 0.558 0.279 1.650 -1.380 0.084 -0.8142
O -2.653 -1.475 0.723 -0.549 0.478 -0.359 -0.6740
N -1.627 0.820 0.579 -1.085 -1.156 -0.167 0.7322
C -2.008 2.192 0.351 1.068 0.732 -1.123 -0.0559
C -0.789 2.974 0.809 0.595 0.031 0.382 -0.0748
O -0.766 4.037 1.367 -0.869 0.895 -0.011 -0.7067
O 0.344 2.330 0.597 0.213 -0.371 -0.020 -0.4585
H -1.221 0.007 -6.073 1.003 0.413 -0.253 0.3055
H -2.913 0.293 -6.454 0.475 -0.395 0.843 0.3374
H -2.262 -1.345 -6.371 0.050 0.210 0.307 0.3264
H -1.098 -2.113 -3.912 -0.110 0.323 -0.593 0.3066
H -1.370 -2.025 -1.546 -0.482 0.273 -0.350 0.0575
H -4.122 1.248 -1.968 0.263 -0.245 -0.123 0.5401
H -3.887 1.115 -4.411 -0.455 0.468 -0.542 0.3795
H -2.915 2.477 0.840 -0.344 0.254 0.472 0.4087
H -2.137 2.398 -0.744 0.065 0.018 0.577 0.2182
C -1.143 -3.858 0.299 0.678 1.128 1.085 -1.1498
S -0.044 -2.630 1.176 -1.196 -2.073 -1.031 1.2688
O 1.211 -3.312 1.117 1.232 -0.017 0.081 -0.7438
O -0.631 -2.501 2.481 0.078 1.019 0.285 -0.7007
O 0.019 -1.366 0.317 -0.065 -0.133 0.766 -0.4066
H -1.143 -4.669 1.054 0.157 0.223 -0.763 0.4287
H -0.627 -4.078 -0.634 -0.174 -0.363 0.062 0.2719
H -2.148 -3.467 0.184 0.131 -0.048 -0.140 0.3094
```
Forces are in eV/Å.

Properties
charge: -1
LUMO energy (alpha / beta): 2.03 / 2.30 eV
gap between HOMO and LUMO (alpha / beta): 7.4 / 7.7 eV
spin multiplicity: 5
HOMO level (alpha / beta): -0.197 / -0.200 Eh
energy: -4153.6229 a.u.
<S²>: 6.044



[2]
An isolated molecule of C25H23N3O4S. Source: the OMol25 dataset; level of theory: the ωB97M-V functional and the def2-TZVPD basis.

The geometry in XYZ format:
```
56
Properties=species:S:1:pos:R:3:forces:R:3:mulliken_charge:R:1
O 3.953 3.796 0.925 0.166 0.307 0.135 -0.7011
C 3.045 3.051 0.612 -0.602 0.100 -0.290 0.4679
C 1.687 3.631 0.179 0.226 0.428 0.465 -0.2553
O 0.979 2.824 -0.754 0.244 0.124 -0.354 -0.3310
C 0.014 2.033 -0.289 -0.429 -0.232 0.158 -0.0795
O -0.330 1.964 0.861 0.178 0.046 -0.086 -0.5766
C -0.642 1.257 -1.433 0.338 0.010 -0.071 0.8445
C -1.990 1.898 -1.813 0.135 -0.093 0.290 -1.3791
C -2.984 1.761 -0.707 -0.101 0.376 0.005 0.7983
C -3.176 2.615 0.341 0.075 -0.039 -0.454 -1.0416
N -4.114 2.110 1.193 -0.090 0.214 0.368 0.0617
C -4.544 0.905 0.723 -0.020 -0.474 -0.329 -0.9907
C -5.472 0.011 1.241 -0.022 0.026 0.066 -0.8336
C -5.711 -1.146 0.532 -0.069 0.001 0.093 -0.5892
C -5.053 -1.408 -0.673 -0.007 -0.139 -0.140 -0.6030
C -4.134 -0.526 -1.194 -0.088 0.064 0.023 -0.0883
C -3.857 0.649 -0.489 -0.259 0.140 0.329 1.3213
N -0.833 -0.114 -1.015 -0.155 0.287 -0.171 0.0564
C 0.195 -0.761 -0.427 -0.010 -0.048 -0.180 0.3038
O 1.312 -0.262 -0.359 -0.031 -0.033 -0.037 -0.8058
C -0.080 -2.104 0.078 -0.227 -0.639 0.301 0.0097
C 0.853 -2.963 0.596 -0.165 0.468 -0.219 -0.0698
C 0.298 -4.187 1.010 -0.152 -0.158 0.037 -0.7987
C -1.046 -4.246 0.807 -0.173 0.273 -0.153 -0.3276
S -1.666 -2.810 0.104 0.531 -0.172 0.171 -0.0789
N 3.106 1.720 0.649 0.023 -0.507 -0.059 0.1887
C 4.304 1.011 1.054 0.149 0.248 0.180 -1.1441
C 4.401 -0.298 0.324 0.037 -0.076 0.012 0.6273
C 4.311 -0.330 -1.062 0.116 -0.049 0.049 -0.1017
C 4.355 -1.532 -1.741 0.008 0.061 -0.089 -0.7408
C 4.495 -2.720 -1.043 -0.008 -0.138 0.016 -0.2997
C 4.593 -2.698 0.337 0.046 -0.136 -0.011 -0.7650
C 4.542 -1.492 1.017 0.008 0.119 0.001 -0.3649
H 1.862 4.598 -0.297 0.037 -0.196 0.073 0.3347
H 1.079 3.767 1.082 0.136 0.021 -0.169 0.2524
H 0.047 1.286 -2.286 -0.134 0.034 0.156 0.2814
H -1.817 2.950 -2.045 0.016 -0.049 -0.113 0.5414
H -2.363 1.401 -2.711 0.039 0.085 -0.065 0.2911
H -2.705 3.558 0.538 0.108 0.140 0.076 0.4692
H -4.406 2.540 2.054 0.036 -0.048 -0.098 0.1979
H -5.987 0.218 2.168 -0.066 -0.011 0.095 0.3989
H -6.424 -1.865 0.908 -0.064 -0.045 0.048 0.3955
H -5.276 -2.322 -1.203 -0.017 -0.081 -0.060 0.4484
H -3.650 -0.737 -2.138 0.057 -0.037 -0.108 0.4024
H -1.782 -0.436 -0.886 0.139 -0.012 0.074 0.0021
H 1.895 -2.705 0.659 0.174 0.099 -0.008 0.4257
H 0.870 -4.989 1.441 0.071 -0.156 0.075 0.4213
H -1.718 -5.052 1.029 -0.106 -0.185 0.066 0.4554
H 2.339 1.134 0.339 -0.080 0.176 -0.019 0.2421
H 4.283 0.840 2.137 0.125 0.007 -0.120 0.3075
H 5.161 1.658 0.832 -0.100 -0.112 0.092 0.5055
H 4.197 0.597 -1.605 -0.053 0.108 -0.069 0.4010
H 4.277 -1.546 -2.819 -0.004 0.007 -0.086 0.4001
H 4.524 -3.662 -1.573 0.007 -0.066 -0.042 0.3975
H 4.702 -3.622 0.887 0.017 -0.065 0.039 0.3762
H 4.607 -1.481 2.096 -0.009 0.026 0.105 0.3386
```
Forces are in eV/Å.

Properties
SMILES string: O=C(COC(=O)[C@H](Cc1c[nH]c2ccccc12)NC(=O)c1cccs1)NCc1ccccc1
LUMO energy: 0.36 eV
gap between HOMO and LUMO: 8.5 eV
HOMO level: -0.301 Eh
energy: -1829.9629 a.u.



[3]
A structure of composition C25H23N4ORhS4 in a non-equilibrium geometry. Source: the OMol25 dataset; level of theory: the ωB97M-V functional and the def2-TZVPD basis.

The geometry in XYZ format:
```
58
Properties=species:S:1:pos:R:3:forces:R:3:mulliken_charge:R:1
Rh -0.118 -1.006 -0.235 -1.036 -1.171 -0.149 0.4380
S -7.531 -0.934 -0.081 0.212 0.001 -0.033 0.1156
N -6.479 0.282 -0.305 -0.146 0.028 0.008 -0.6952
C -5.276 -0.247 -0.374 -0.219 -0.358 0.034 0.7463
C -4.046 0.476 -0.603 0.406 0.415 -0.059 0.5312
C -3.954 1.817 -0.897 -0.169 -0.318 0.064 -0.4559
C -2.693 2.375 -1.162 0.296 0.060 -0.014 -1.0243
C -1.569 1.581 -1.062 -0.189 0.336 -0.146 -0.5603
N -1.617 0.291 -0.736 -0.031 -0.087 0.059 -0.4928
C -2.852 -0.301 -0.549 -0.107 -0.072 -0.077 -0.5074
C -2.853 -1.690 -0.393 -0.094 0.081 -0.116 -0.1464
N -1.616 -2.316 -0.429 -0.603 -0.237 0.172 0.0395
C -1.594 -3.650 -0.479 -0.148 -0.345 0.010 0.0580
C -2.731 -4.431 -0.424 0.196 -0.013 -0.036 -1.1453
C -3.983 -3.819 -0.297 -0.167 0.310 -0.008 -0.2274
C -4.057 -2.445 -0.291 0.450 -0.367 -0.016 0.2507
C -5.280 -1.678 -0.232 -0.220 0.315 -0.013 0.6530
N -6.488 -2.177 -0.068 -0.139 0.005 0.043 -0.6919
H -4.850 2.421 -0.946 -0.031 -0.031 0.001 0.5221
H -2.588 3.414 -1.437 0.012 0.000 0.012 0.4465
H -0.588 1.997 -1.259 0.014 -0.088 0.035 0.4389
H -0.623 -4.118 -0.566 0.018 0.058 0.044 0.4205
H -2.637 -5.506 -0.476 0.031 0.005 0.017 0.3923
H -4.892 -4.401 -0.229 -0.003 -0.009 0.002 0.5296
S 4.250 -3.059 0.085 -0.059 -0.044 0.193 -0.1696
C 2.888 -2.551 0.920 0.302 -0.064 0.331 0.2099
S 3.409 -2.025 2.423 -0.138 0.264 -0.204 -0.1677
S 1.268 -2.811 0.415 0.009 -0.273 -0.219 -0.2497
C 2.798 -0.895 -2.258 0.096 0.096 0.031 -0.7732
C 3.465 0.427 -1.867 -0.319 0.019 -0.046 0.3334
C 2.836 1.584 -2.661 0.149 -0.016 0.041 -1.3122
C 3.476 0.803 -0.397 0.462 -0.111 -0.273 0.8184
C 4.653 1.230 0.171 0.016 -0.066 -0.074 -0.8967
C 4.690 1.753 1.464 0.058 -0.040 -0.117 -1.0046
C 3.524 1.873 2.214 -0.245 -0.098 0.148 -0.9771
C 2.310 1.445 1.727 0.063 0.342 0.415 0.6947
C 1.047 1.746 2.513 -0.178 -0.154 -0.247 0.3130
C 0.163 0.540 2.855 0.189 0.041 -0.046 -1.1864
C 0.222 2.802 1.763 0.148 0.036 0.087 -1.2085
C 2.281 0.848 0.411 -0.421 -0.046 -0.171 0.1730
O 1.194 0.399 -0.061 1.765 1.476 0.360 0.4632
H 3.001 -1.093 -3.312 0.026 0.020 -0.012 0.5087
H 1.716 -0.863 -2.137 -0.020 0.032 -0.010 -0.0309
H 3.193 -1.722 -1.673 -0.125 0.035 -0.132 -0.1717
H 4.513 0.351 -2.168 0.018 0.040 0.078 0.5103
H 1.778 1.682 -2.416 -0.021 0.020 -0.004 0.1042
H 2.925 1.388 -3.730 -0.039 0.006 -0.003 0.4507
H 3.340 2.527 -2.442 -0.052 0.043 -0.020 0.3474
H 5.566 1.171 -0.408 0.002 0.020 0.004 0.4375
H 5.629 2.105 1.871 0.013 -0.045 0.023 0.4194
H 3.573 2.307 3.205 -0.027 0.034 -0.008 0.4237
H 1.377 2.181 3.460 0.047 -0.006 -0.022 0.6291
H -0.368 0.174 1.973 -0.028 -0.017 0.015 0.0335
H -0.588 0.841 3.586 -0.006 0.001 -0.019 0.4977
H 0.745 -0.277 3.274 0.034 -0.132 0.007 0.3060
H -0.047 2.436 0.775 -0.024 0.038 0.069 0.0664
H 0.786 3.730 1.650 -0.026 0.020 -0.023 0.3502
H -0.699 3.020 2.305 0.001 0.011 0.018 0.4223
```
Forces are in eV/Å.

Properties
LUMO energy (alpha / beta): -0.35 / -2.83 eV
gap between HOMO and LUMO (alpha / beta): 5.1 / 5.3 eV
spin multiplicity: 5
HOMO level (alpha / beta): -0.201 / -0.297 Eh
energy: -2963.9729 a.u.
<S²>: 6.064



[4]
A structure of composition C25H23N5PSTi in a non-equilibrium geometry. Source: the OMol25 dataset; level of theory: the ωB97M-V functional and the def2-TZVPD basis.

The geometry in XYZ format:
```
56
Properties=species:S:1:pos:R:3:forces:R:3:mulliken_charge:R:1
Ti 1.410 -0.582 -0.899 -1.010 0.201 -1.514 -0.0299
N 5.028 1.017 -2.258 -0.051 -0.095 -0.101 -0.3415
C 4.108 0.313 -1.590 0.213 0.202 0.160 0.5280
S 3.141 -0.852 -2.530 0.036 0.108 0.158 -0.3388
N 3.993 0.546 -0.297 -0.208 -0.173 -0.028 -1.3029
N 2.998 -0.254 0.208 1.153 0.171 0.366 0.9522
C 3.075 -0.825 1.346 -0.088 -0.202 0.140 -0.5710
C 2.142 -1.959 1.513 0.251 0.266 -0.045 0.7832
C 2.193 -2.803 2.596 -0.048 -0.112 0.083 -0.8988
C 1.492 -4.006 2.535 0.046 0.024 0.073 -0.2799
C 0.789 -4.321 1.388 -0.028 0.029 -0.061 -0.9052
C 0.748 -3.396 0.355 -0.024 0.038 0.037 -0.3212
N 1.385 -2.224 0.411 -0.019 -0.529 0.650 0.3472
H 5.265 0.770 -3.204 -0.005 0.022 -0.002 0.2371
H 5.669 1.594 -1.734 0.009 -0.007 0.000 0.2749
H 3.879 -0.614 2.045 -0.022 -0.028 0.019 0.4894
H 2.797 -2.549 3.455 0.007 -0.003 -0.003 0.4871
H 1.525 -4.697 3.367 -0.001 0.000 -0.001 0.4806
H 0.272 -5.264 1.284 -0.004 -0.001 -0.001 0.4468
H 0.188 -3.594 -0.550 0.015 -0.027 0.009 0.6533
N 1.296 1.559 -1.729 -0.117 0.116 -0.001 -0.0707
C 0.403 2.612 -1.238 0.121 -0.055 -0.065 -0.4025
C 0.513 3.910 -1.703 -0.052 0.016 0.021 -0.7543
C -0.354 4.878 -1.213 0.010 -0.009 -0.007 -0.6954
C -1.322 4.545 -0.275 -0.007 -0.007 0.008 -0.7803
C -1.431 3.241 0.183 0.020 0.023 -0.033 -0.9314
C -0.563 2.267 -0.304 -0.086 0.051 0.080 0.4315
P -0.552 0.562 0.256 -0.155 -0.015 -0.182 2.2719
C -1.702 0.379 1.616 0.057 -0.029 0.104 0.2939
C -3.079 0.306 1.397 -0.020 0.001 -0.001 -0.1167
C -3.941 0.239 2.479 0.017 -0.001 0.007 -0.7903
C -3.435 0.251 3.774 -0.004 0.001 -0.008 -0.5082
C -2.067 0.328 3.995 -0.012 -0.003 -0.025 -0.8228
C -1.198 0.390 2.916 0.015 -0.021 0.044 -0.3919
C -1.228 -0.422 -1.143 -0.181 0.029 0.069 -0.0396
C -1.362 0.069 -2.448 0.097 0.067 -0.024 -0.3750
C -1.864 -0.738 -3.460 0.005 -0.036 0.035 -0.9654
C -2.260 -2.039 -3.179 -0.002 0.001 -0.020 -0.5593
C -2.164 -2.532 -1.883 0.016 0.030 -0.016 -0.7522
C -1.647 -1.735 -0.875 0.011 -0.042 0.015 -0.7085
H 2.246 1.930 -1.726 0.018 -0.058 0.087 0.4241
H 1.095 1.395 -2.716 0.042 0.048 0.003 0.4507
H 1.267 4.170 -2.436 0.003 0.001 -0.002 0.5179
H -0.269 5.897 -1.564 -0.002 0.003 0.002 0.4307
H -1.992 5.304 0.104 0.001 0.005 -0.003 0.4564
H -2.180 2.983 0.921 0.002 -0.009 0.004 0.4887
H -3.479 0.303 0.390 0.011 -0.002 -0.013 0.4974
H -5.008 0.183 2.314 -0.003 -0.001 -0.001 0.4406
H -4.114 0.202 4.615 0.000 0.000 0.003 0.4301
H -1.680 0.342 5.004 0.005 0.001 0.002 0.4377
H -0.130 0.456 3.091 0.005 0.003 -0.024 0.4504
H -1.132 1.105 -2.665 -0.012 -0.002 0.006 0.6163
H -1.971 -0.341 -4.460 -0.004 -0.002 -0.006 0.4866
H -2.667 -2.660 -3.966 -0.002 -0.006 0.004 0.4592
H -2.512 -3.532 -1.656 -0.002 -0.006 -0.006 0.4874
H -1.616 -2.109 0.142 -0.018 0.025 0.004 0.9023
```
Forces are in eV/Å.

Properties
charge: +2
LUMO energy (alpha / beta): -7.18 / -7.23 eV
gap between HOMO and LUMO (alpha / beta): 7.3 / 7.3 eV
spin multiplicity: 2
HOMO level (alpha / beta): -0.534 / -0.534 Eh
energy: -2828.8155 a.u.
<S²>: 0.756